1.
C23H36N3O4SeSiV | ωB97M-V/def2-TZVPD

Structure (XYZ):
```
69
Properties=species:S:1:pos:R:3:forces:R:3
V -0.24667 -1.49867 0.62704 0.282 0.085 -0.353
C -2.11311 1.75399 4.86349 -0.002 -0.038 -0.039
C -0.73855 1.81293 4.68559 -0.050 -0.003 0.011
C -0.09268 0.88411 3.88335 -0.018 -0.056 -0.006
C -0.83861 -0.10476 3.25200 -0.028 0.105 -0.060
C -2.21677 -0.18647 3.44047 0.021 -0.064 -0.002
C -2.84687 0.74831 4.24003 0.044 0.081 0.052
N -0.23248 -1.09273 2.45470 -0.155 -0.070 0.365
N 1.01597 -0.81583 1.91860 -0.284 0.082 -0.304
C 1.72251 -1.99827 1.63220 0.065 -0.198 -0.036
C 2.30089 -2.91712 2.50572 -0.020 0.075 0.002
C 2.91872 -4.00568 1.93748 0.002 -0.017 -0.030
C 2.89820 -4.18866 0.54763 -0.017 0.030 -0.008
C 2.23787 -3.27989 -0.23892 0.056 -0.050 -0.008
N 1.67261 -2.18659 0.30078 0.019 -0.040 0.166
H -2.61069 2.48099 5.49049 -0.013 0.009 0.013
H -0.15988 2.58471 5.17576 0.002 0.017 0.012
H 0.97923 0.91817 3.73962 0.002 -0.005 0.002
H -2.77238 -0.97898 2.95192 0.009 0.010 0.000
H -3.91762 0.69054 4.38133 -0.021 0.005 0.003
H 2.26759 -2.74983 3.57233 -0.008 0.001 -0.003
H 3.41260 -4.73444 2.56603 0.009 -0.009 0.004
H 3.36746 -5.05040 0.09725 0.007 -0.011 -0.010
H 2.13308 -3.40136 -1.30922 0.000 0.001 0.018
O -0.73716 -3.30255 0.25551 0.030 -0.134 -0.114
Se -2.42661 -3.02405 0.05141 0.099 -0.141 0.199
O -2.90721 -3.51979 -1.38419 0.021 0.142 -0.048
O -2.11288 -1.33653 0.10078 -0.008 0.198 0.287
O -3.24894 -3.47242 1.34128 0.006 0.006 -0.013
C 2.66803 1.07124 0.05340 -0.079 -0.027 -0.020
C 1.89962 0.95508 -1.27555 0.003 -0.024 0.051
C 2.02930 2.31726 -1.98826 -0.091 0.014 -0.008
C 2.67832 -0.06337 -2.12198 -0.051 -0.034 -0.024
Si 0.00449 0.52042 -1.07487 -0.016 0.032 -0.053
C -1.00955 2.00555 -0.36376 0.002 -0.021 0.037
C -1.28437 3.04351 -1.46641 0.052 -0.021 -0.029
C -0.27671 2.71218 0.78698 0.028 -0.059 -0.093
C -2.37187 1.56190 0.18915 0.008 -0.065 -0.016
C -0.70946 -0.18804 -2.72482 -0.020 -0.060 0.036
C -0.23004 -1.63915 -2.90699 0.036 -0.001 0.045
C -2.24687 -0.20583 -2.78930 0.030 0.024 0.066
C -0.23027 0.63565 -3.93550 0.023 0.013 0.043
H 3.62761 1.55640 -0.14772 0.043 0.022 -0.010
H 2.88328 0.09180 0.47420 -0.011 -0.003 0.002
H 2.15186 1.65115 0.81457 -0.027 0.015 -0.007
H 3.08500 2.48057 -2.22064 0.055 0.015 -0.015
H 1.71089 3.14225 -1.35449 -0.030 0.034 0.025
H 1.47575 2.37270 -2.92595 0.023 0.003 0.042
H 3.72961 0.23781 -2.13875 0.053 0.018 0.002
H 2.34262 -0.11286 -3.15698 0.040 -0.017 0.072
H 2.63554 -1.06448 -1.69725 0.008 0.006 -0.011
H -0.37760 3.45387 -1.90680 0.027 0.011 -0.021
H -1.83623 3.87555 -1.01943 -0.017 0.036 0.018
H -1.90259 2.64344 -2.26834 -0.011 -0.015 -0.018
H 0.63198 3.21989 0.46557 0.029 -0.005 -0.024
H -0.02285 2.02471 1.59264 0.022 -0.023 0.013
H -0.94125 3.47070 1.20910 -0.039 0.045 0.021
H -2.97254 1.01266 -0.53404 0.032 0.031 0.036
H -2.92703 2.45660 0.48716 -0.016 0.033 0.012
H -2.26477 0.93394 1.07181 -0.019 0.003 0.000
H -0.64119 -2.30828 -2.14855 0.015 0.013 -0.037
H 0.85786 -1.72690 -2.90156 -0.043 -0.007 0.000
H -0.58562 -2.01556 -3.86983 -0.016 -0.015 -0.050
H -2.69443 -0.80252 -1.99848 0.036 0.054 -0.078
H -2.53992 -0.64895 -3.74464 -0.016 -0.031 -0.049
H -2.67503 0.79633 -2.75539 0.015 -0.004 -0.005
H 0.85110 0.63218 -4.06662 -0.092 0.006 -0.004
H -0.56398 1.67299 -3.88444 -0.001 0.019 -0.001
H -0.66630 0.19889 -4.83774 -0.029 -0.024 -0.049
```
Positions in Å, forces in eV/Å.

Values from the calculation:
ΔE to the lowest compared entry with this formula, charge and spin	38.6	kcal per mole
Kohn-Sham gap (alpha / beta)	7.3 / 7.3	eV
F_max	0.460	eV/Å
HOMO (alpha / beta)	-8.20 / -8.21	eV
E_tot	-136004.02893	eV
spin multiplicity	1

=====

2.
C23H36N3O5PdSSi | ωB97M-V/def2-TZVPD

Structure (XYZ):
```
70
Properties=species:S:1:pos:R:3:forces:R:3
Pd 0.31593 -1.22743 0.17689 -0.879 0.628 0.297
O -0.06424 -1.47843 2.52253 0.982 0.254 1.023
N 0.86437 -0.88953 3.24676 -1.177 -0.059 0.903
C 0.51937 -0.51985 4.52807 0.245 -0.293 -0.964
C 1.39699 0.11763 5.35742 0.199 0.166 0.391
C 2.69107 0.39773 4.91796 0.121 -0.430 -1.336
C 3.03464 0.01207 3.61170 -0.016 0.949 2.275
C 2.12782 -0.61046 2.77554 -0.163 -0.812 -1.900
S 2.57836 -1.02534 1.16284 0.463 -0.061 0.703
H -0.49004 -0.77297 4.81500 0.010 -0.044 -0.169
H 1.06581 0.39371 6.34953 -0.018 0.001 0.030
H 3.40121 0.90774 5.55021 0.100 0.036 0.079
H 4.01848 0.21197 3.21912 0.029 -0.014 -0.090
C 0.80871 -1.26929 -4.31545 0.011 0.035 0.090
C 1.24785 -2.32671 -3.36182 0.271 -0.598 -0.260
N 1.01336 -2.44056 -2.07322 -0.051 -0.180 -0.295
C 1.53150 -3.65120 -1.67750 0.374 -0.227 -1.356
C 2.12073 -4.28997 -2.77966 -1.060 1.771 0.680
N 1.91577 -3.41343 -3.83563 0.098 -0.280 0.617
C 2.76247 -5.55374 -3.03329 1.033 -1.948 -0.464
O 2.93204 -6.38266 -2.00521 -0.247 0.860 -0.720
O 3.13662 -5.84446 -4.18385 -0.393 0.377 1.152
C 1.26516 -4.20503 -0.31692 -0.850 0.084 1.153
O 1.81056 -5.31033 -0.02100 0.492 -0.384 -0.556
O 0.45921 -3.59582 0.41031 0.570 -0.212 -0.686
H 0.21907 -0.51777 -3.80623 0.019 0.012 0.015
H 0.20285 -1.72322 -5.10363 -0.021 0.044 0.005
H 1.66586 -0.78386 -4.78546 0.018 0.049 0.022
H 2.22791 -3.61964 -4.77168 -0.046 0.047 0.066
H 2.50309 -5.95092 -1.13224 -0.106 0.086 0.106
C -0.05850 3.55627 -1.11706 0.022 -0.189 0.034
C 0.43341 2.13727 -0.84280 -0.430 0.009 0.148
C 0.71178 1.46065 -2.18153 -0.156 -0.154 0.261
C 1.78719 2.20183 -0.13550 -0.204 -0.266 0.033
Si -0.80849 0.89307 0.16932 0.251 -0.234 -0.333
C -2.47172 0.51060 -0.94763 0.275 0.344 0.011
C -2.13694 -0.68633 -1.83766 0.160 -0.015 0.218
C -2.97575 1.64844 -1.83338 0.057 -0.134 0.143
C -3.62453 0.04845 -0.06028 0.236 0.155 0.044
C -1.46013 1.91976 1.80121 0.055 -0.121 -0.352
C -0.26258 2.48955 2.56259 -0.041 -0.088 -0.281
C -2.39856 3.09330 1.50387 0.179 -0.239 -0.103
C -2.17268 0.96457 2.76361 0.073 -0.051 -0.194
H 0.58533 4.03945 -1.85730 0.181 0.187 -0.136
H -0.04003 4.16809 -0.21833 -0.047 0.116 0.158
H -1.06799 3.55108 -1.51410 -0.233 0.140 -0.077
H 1.52090 1.96637 -2.71567 0.150 0.174 -0.100
H -0.17072 1.47410 -2.81588 -0.139 -0.092 -0.226
H 1.01718 0.42834 -1.99693 -0.030 -0.083 -0.075
H 2.51953 2.72989 -0.75462 0.076 0.183 -0.160
H 2.16012 1.19174 0.03647 0.062 0.080 0.083
H 1.72925 2.70573 0.82273 0.082 0.089 0.180
H -1.41660 -0.42123 -2.60314 0.173 -0.014 -0.134
H -3.03243 -1.06926 -2.33560 -0.249 0.004 -0.138
H -1.70340 -1.49530 -1.23552 -0.032 0.039 -0.147
H -2.21623 1.95677 -2.54714 0.063 0.108 -0.132
H -3.26412 2.51482 -1.24233 -0.036 0.200 0.046
H -3.85479 1.32887 -2.40333 -0.191 -0.052 -0.138
H -3.27606 -0.72522 0.61955 -0.065 -0.150 0.180
H -4.43342 -0.36588 -0.67153 -0.082 -0.084 -0.132
H -4.04409 0.86920 0.51430 -0.087 0.068 0.169
H 0.20223 3.29642 2.00403 0.155 0.138 -0.059
H 0.48189 1.72298 2.75364 0.243 -0.077 0.059
H -0.58261 2.89946 3.52581 -0.092 0.037 0.158
H -1.91495 3.83000 0.86851 0.002 0.170 -0.104
H -2.68661 3.58855 2.43801 -0.066 0.090 0.153
H -3.30641 2.76098 1.00835 -0.177 0.016 -0.070
H -1.62283 0.03197 2.84188 0.044 -0.239 0.062
H -3.17972 0.73280 2.43332 -0.162 -0.067 -0.031
H -2.24847 1.41362 3.75893 -0.029 0.145 0.172
```
Positions in Å, forces in eV/Å.

Values from the calculation:
ΔE to the lowest compared entry with this formula, charge and spin	16.4	kcal per mole
Kohn-Sham gap (alpha / beta)	4.5 / 5.2	eV
F_max	2.465	eV/Å
HOMO (alpha / beta)	0.17 / -0.47	eV
E_tot	-61337.24526	eV
net charge	-2
spin multiplicity	2

=====

3.
C23H36N4O3 | ωB97M-V/def2-TZVPD

Structure (XYZ):
```
66
Properties=species:S:1:pos:R:3:forces:R:3
C -4.09449 -3.46664 0.58289 1.154 -6.195 -3.024
H -3.16118 -3.12433 0.80055 2.531 0.949 1.591
H -4.32987 -4.52525 1.07263 0.460 2.514 -0.812
H -4.80172 -2.76934 0.70282 -2.814 2.352 0.555
C -3.84270 -3.77656 -1.12648 -10.072 0.997 5.346
N -3.63774 -2.63879 -1.82047 -0.927 -0.132 -0.050
C -4.67236 -1.48625 -1.78668 0.153 -5.876 -2.262
C -4.27712 -0.86243 -3.10645 -2.934 6.326 3.592
N -2.95759 -0.24882 -2.92109 -5.007 3.641 -0.181
C -2.07049 -1.22181 -2.91257 4.128 -5.704 0.443
C -2.34577 -2.30741 -1.52364 3.905 2.935 -6.375
H -1.47886 -3.07673 -1.59843 -2.046 1.056 0.344
H -2.16896 -1.48932 -0.92792 0.373 1.244 2.934
H -1.12467 -0.85781 -2.66426 1.973 0.726 0.022
H -1.95780 -1.88717 -3.86625 -0.433 0.882 1.103
C -2.80274 0.90729 -3.83588 -2.659 -0.971 -4.314
C -1.63328 1.84943 -3.63820 -0.026 -7.859 7.313
H -1.52548 2.58442 -4.26600 0.652 3.818 -3.590
H -0.72408 0.98194 -3.60581 -1.782 3.111 -0.211
C -1.86116 2.33135 -2.05711 5.309 2.939 -5.858
N -0.52983 2.98007 -1.73921 -2.202 -5.622 3.987
C 0.20621 2.52391 -0.59536 -1.342 -1.070 -3.223
O -0.02895 1.39810 -0.10656 0.478 2.657 -0.396
C 1.40860 3.40484 -0.43247 2.838 -8.146 -7.255
H 2.12774 3.17420 -1.60035 -2.862 1.297 2.252
H 1.13723 4.29140 -0.29340 -1.580 7.692 1.035
C 2.42899 2.80467 0.30143 -8.105 -8.716 6.780
C 2.69961 1.12040 -0.09941 -0.479 16.415 -3.596
O 2.93968 1.21609 -1.23856 1.224 -2.574 -6.239
N 2.69128 0.29155 0.72429 0.612 -10.799 9.402
C 2.57855 0.15961 2.14259 1.246 3.839 1.868
C 3.36903 1.14711 2.85732 -8.412 -8.896 5.222
C 3.07163 1.15076 4.31524 8.806 6.519 -6.925
C 2.33176 0.33132 4.81242 -7.068 -7.170 3.418
C 1.65656 -0.63408 4.08925 -3.476 -3.448 2.477
C 1.67377 -0.85284 2.82273 4.589 4.352 -7.433
O 1.20446 -1.76275 1.91212 -1.508 -1.877 15.249
C 1.03051 -1.48489 0.76809 4.054 -2.284 -15.534
C 0.90881 -3.02274 0.11793 -1.529 0.253 14.344
H 1.67806 -3.72298 0.61378 -1.382 1.166 -1.180
H -0.20251 -3.21114 0.44031 2.059 -0.558 -0.212
H 0.83961 -2.89200 -0.75056 -0.091 1.035 -13.267
C 2.65440 -1.03118 0.24803 -1.320 -3.462 -3.206
H 2.72769 -0.91359 -0.92192 -0.106 -0.864 2.275
H 3.48149 -1.82423 0.66160 -2.020 2.201 -0.761
H 0.36328 -0.87579 0.09606 -0.085 0.345 2.083
H 0.91870 -1.35968 4.46018 0.364 0.415 1.392
H 2.05620 0.32089 5.81361 0.054 0.172 1.940
C 3.86933 2.04712 5.12499 0.264 3.364 3.750
H 4.29981 1.71122 6.18617 -0.898 0.096 -2.540
H 4.65314 2.57711 4.58086 0.072 -0.324 0.061
H 3.15993 2.89763 5.45459 1.022 -0.926 -0.378
H 3.84913 1.73587 2.31913 4.635 5.479 -4.120
H 1.80118 2.66966 1.33976 2.007 0.367 -1.178
H 3.16976 3.32244 0.48277 7.735 4.778 1.515
H -0.52397 3.83464 -2.10005 1.071 4.520 -1.233
H -1.91492 1.52114 -1.51275 -0.970 -3.911 2.935
H -2.63037 3.02852 -2.08656 -1.580 1.065 0.564
H -2.63619 0.25904 -4.87184 -0.589 2.167 1.484
H -3.96871 1.54426 -3.96147 3.632 -2.049 0.597
H -5.09383 0.00828 -3.22331 1.813 -1.086 0.351
H -4.53807 -1.34153 -3.97268 0.337 -2.316 -2.072
H -5.63833 -2.19776 -2.03998 1.765 2.313 1.307
H -4.58890 -0.96513 -0.81680 -0.483 0.260 -0.820
H -4.93966 -4.15379 -1.28276 1.857 0.118 -0.511
H -3.22870 -4.53667 -1.13810 3.614 -3.540 -0.775
```
Positions in Å, forces in eV/Å.

Values from the calculation:
ΔE to the lowest compared entry with this formula, charge and spin	546.9	kcal per mole
Kohn-Sham gap	8.1	eV
F_max	16.811	eV/Å
HOMO	-7.39	eV
E_tot	-36516.66856	eV
spin multiplicity	1

=====

> F_max of number 3 (C23H36N4O3)?

16.811 eV/Å